ORCA calculation (ωB97M-V/def2-TZVPD) on the ion C14H17BI2N2O2 with charge +2.

HOMO energy   -14.667 eV
Gap between HOMO and LUMO   6.6 eV
Net charge   +2

CARTESIAN COORDINATES (ANGSTROEM)
C -2.10 3.34 5.36
O -2.16 4.04 4.08
B -2.90 3.30 3.22
O -4.26 3.36 3.28
N -2.20 2.38 2.21
C -1.87 2.79 0.98
C -1.23 1.99 0.07
C -0.88 0.69 0.44
C -0.19 -0.26 -0.47
C 0.72 0.17 -1.45
C 1.31 -0.73 -2.28
N 1.09 -2.05 -2.20
C 1.79 -2.91 -3.20
I 1.59 -5.03 -2.88
C 3.29 -2.48 -3.42
C 4.33 -3.61 -3.51
I 3.39 -1.45 -5.34
C 0.22 -2.47 -1.28
C -0.43 -1.63 -0.41
C -1.24 0.25 1.73
C -1.89 1.12 2.57
H -1.36 3.79 6.02
H -1.76 2.30 5.19
H -3.10 3.37 5.82
H -4.59 4.23 3.04
H -2.11 3.81 0.66
H -0.96 2.34 -0.92
H 0.94 1.23 -1.52
H 1.98 -0.31 -3.04
H 1.28 -2.73 -4.15
H 3.65 -1.77 -2.67
H 4.18 -4.28 -4.36
H 4.50 -4.15 -2.57
H 5.29 -3.11 -3.73
H -0.02 -3.53 -1.20
H -1.15 -2.05 0.29
H -1.00 -0.74 2.10
H -2.18 0.80 3.56